18 unconnected molecules or ions with the total composition C2H41NO18 at a distorted geometry, computed with wB97M-V/def2-TZVPD.

Calculated values
Total energy = -1509.46266 Eh
Total charge = +1
Frontier orbital gap (alpha / beta) = 9.498 / 3.976 eV
Expectation value of S² = 0.75
Spin multiplicity = 2
Highest occupied orbital energy (alpha / beta) = -12.699 / -12.698 eV
ΔE to the lowest compared entry with this formula, charge and spin = 1.133 eV

XYZ file:
```
62
Properties=species:S:1:pos:R:3:nbo_charge:R:1
C -0.06822 -2.43949 -2.92586 -0.49
N 0.27582 -1.81515 -1.65372 -0.12
C -0.40437 -0.61057 -1.15044 -0.02
O -0.29195 -0.67684 0.26550 -0.72
H 0.33192 -1.85605 -3.77557 0.31
H -1.12292 -2.76300 -2.90600 0.26
H 0.39125 -3.43438 -2.74865 0.26
H 1.29411 -1.58175 -1.65288 0.44
H 0.00440 0.41726 -1.27515 0.29
H -1.45899 -0.60043 -1.42353 0.24
H 1.90464 -1.63403 3.77899 0.49
H -1.21529 -3.55881 3.37742 0.47
H -2.08636 -2.44861 3.90086 0.48
O -1.25288 -2.90141 4.08028 -0.95
H 2.49067 -0.25493 -1.08532 0.51
H 3.65349 -0.44554 -2.09185 0.52
O 2.68680 -0.38731 -2.04719 -1.00
H -2.76805 0.94615 1.18412 0.50
H -1.62885 0.12598 1.07483 0.47
O -2.45283 0.10199 1.60902 -0.97
H 2.06282 0.50075 -3.17988 0.50
H 1.70569 1.53093 -4.25771 0.50
O 1.30552 0.85510 -3.70234 -0.98
H -1.78512 -3.75183 -0.36507 0.47
H -2.63402 -2.51550 0.08411 0.51
O -2.03384 -3.21061 0.38578 -0.96
H -1.23213 4.13190 0.86523 0.47
H -0.58798 3.93997 -0.36197 0.46
O -1.50365 4.01316 -0.06431 -0.94
H 1.46871 2.27150 -3.06541 0.46
H 0.54237 3.23926 -2.35548 0.47
O 0.77630 2.97596 -3.25519 -0.97
H -0.51212 -1.57919 0.60161 0.54
H 0.80591 -2.65437 4.02201 0.49
O 1.75663 -2.60455 3.85144 -1.02
H 2.99323 -3.01091 0.90022 0.48
H 3.16095 -2.25770 2.26371 0.53
O 3.21645 -2.16600 1.29095 -0.98
H 0.67908 2.34928 2.79694 0.45
H 1.56248 2.75068 1.79401 0.45
O 1.37837 3.01111 2.71384 -0.91
H -3.27865 -1.38706 -2.36960 0.48
H -3.72740 -0.97207 -1.12407 0.50
O -3.44787 -1.82229 -1.51572 -0.96
H 1.54174 4.00529 -0.07221 0.50
H 2.00347 2.55882 0.18660 0.50
O 1.29139 3.07988 -0.21302 -0.98
H -1.65794 0.67696 3.06377 0.52
H -0.88075 2.05144 2.98488 0.46
O -0.89130 1.19646 3.42312 -0.98
H 2.07830 0.68153 3.39726 0.49
H 0.58636 0.22554 3.46600 0.50
O 1.50062 -0.03844 3.66293 -0.98
H -3.17161 2.27590 -1.08451 0.50
H -2.33685 1.02819 -1.13911 0.47
O -3.16647 1.36999 -0.75099 -0.97
H 1.04053 -0.20167 0.57435 0.48
H 2.48331 -0.62782 0.78664 0.51
O 1.96351 0.17262 0.55237 -1.03
H -0.50180 0.78213 -3.10246 0.49
H -1.38913 1.94377 -3.23453 0.51
O -1.44750 0.99882 -2.98908 -1.00
```